Entry 1:
14
Properties=species:S:1:pos:R:3:forces:R:3:nbo_charge:R:1 method="wB97M-V/def2-TZVPD" e_homo_ev=-2.691 charge=-1 homo_lumo_gap_ev=6.4 e_above_lowest_kcal_mol=72.05 lumo_energy_ev=3.72
O 0.3906 -2.1998 0.4984 -0.201 -0.441 0.386 -0.914
C 0.7953 -1.5427 -0.5386 -1.413 1.494 0.499 0.166
N -0.2872 -0.4887 -1.1945 -0.199 -0.708 -1.344 -0.751
C -0.9881 0.5141 -0.4125 1.442 -0.583 1.613 -0.236
C 0.0998 1.0834 0.4940 -0.565 0.652 0.078 -0.077
O -0.2553 2.3999 1.0025 0.083 -0.270 -0.119 -0.751
H 1.5836 -0.7905 -0.3205 0.595 -0.356 -0.393 0.058
H 0.9963 -2.1430 -1.4490 0.297 0.176 -0.206 0.073
H -1.0014 -1.0834 -1.6033 0.093 -0.165 -0.059 0.323
H -1.7299 0.0941 0.2773 -0.373 -0.055 -0.117 0.151
H -1.4550 1.3022 -0.9948 -0.005 0.139 -0.374 0.167
H 1.0194 1.1502 -0.0844 0.107 0.098 0.012 0.157
H 0.2218 0.3989 1.3318 0.244 -0.128 -0.035 0.184
H 0.4787 2.6413 1.5733 -0.106 0.146 0.058 0.450

---

Entry 2:
16
Properties=species:S:1:pos:R:3:forces:R:3:nbo_charge:R:1 method="wB97M-V/def2-TZVPD" e_homo_ev=-4.008 charge=-1 homo_lumo_gap_ev=8.0 e_above_lowest_kcal_mol=32.24 lumo_energy_ev=3.99
C 0.1047 -1.5276 -0.9032 1.068 0.675 3.021 -0.072
C -0.2917 -0.8133 -2.2432 0.747 0.061 1.369 -0.644
O -0.8939 -2.2696 -0.1911 0.318 -2.022 -2.663 -0.757
H 0.9045 -2.3041 -1.0242 -0.405 0.905 -0.393 0.151
H 0.4534 -0.8421 0.0224 -0.167 -0.636 -2.871 0.199
H 0.2958 0.1221 -2.3440 -0.513 -0.387 0.209 0.220
H -1.3143 -1.7297 0.4241 -1.000 1.837 1.641 0.486
H -1.3569 -0.5936 -2.2548 0.049 0.145 0.079 0.225
H -0.0316 -1.4209 -3.0981 -0.083 -0.406 -0.231 0.183
C 0.9010 1.9180 1.8258 -2.040 0.844 -0.568 -0.754
C -0.4499 1.2036 1.5176 0.592 2.144 -2.167 0.773
O -0.7324 0.2976 2.2968 -1.267 -1.171 0.003 -0.771
O -1.0182 1.7070 0.4539 0.521 -1.708 2.324 -0.834
H 1.3976 1.5248 2.6726 0.411 -0.204 1.027 0.187
H 0.5662 2.9707 1.8999 0.848 -0.305 0.131 0.205
H 1.4656 1.7571 0.9455 0.920 0.228 -0.910 0.200

---

Entry 3:
42
Properties=species:S:1:pos:R:3:forces:R:3:lowdin_spin:R:1 method="wB97M-V/def2-TZVPD" e_homo_ev="-15.788 / -15.754" spin_multiplicity=4 charge=+2 homo_lumo_gap_ev="7.0 / 7.2" e_above_lowest_kcal_mol=6.01 lumo_energy_ev="-8.81 / -8.58"
Re -0.6848 -0.1803 -0.7627 0.605 -1.346 0.918 2.364
O 0.6488 -3.9452 -1.2513 -0.030 -0.077 -0.270 0.022
C 0.6433 -2.8587 -0.7904 -0.032 -0.046 0.161 0.017
O 0.2064 -1.7517 -1.4684 -0.220 0.444 -0.268 0.164
C 1.1384 -2.5134 0.6009 -0.134 0.172 -0.013 0.007
C 1.8340 -1.1533 0.6096 0.406 -0.242 0.414 0.008
C 2.5695 -0.9124 1.9175 -0.114 0.117 -0.021 0.000
C 1.4112 -0.7075 2.9314 0.015 0.086 -0.135 0.000
C 0.1717 -0.8475 2.0614 0.315 -0.217 0.513 0.008
O 0.6637 -0.2068 0.7814 -0.568 -0.021 -0.655 0.024
C -0.0414 -2.2954 1.6264 0.045 0.135 -0.167 0.006
C -1.4055 -2.4821 0.9895 0.149 -0.088 0.006 0.017
O -2.0683 -3.4517 1.1076 -0.280 -0.027 -0.058 0.022
O -1.7949 -1.3823 0.2731 -0.154 0.451 -0.341 0.163
H 1.8016 -3.3242 0.8897 0.038 0.054 0.200 0.001
H 2.3772 -0.8920 -0.2916 -0.094 0.107 -0.080 0.000
H 3.2085 -1.7587 2.1587 -0.004 -0.017 -0.011 0.000
H 3.1920 -0.0238 1.8465 0.021 -0.010 0.020 0.000
H 1.4019 -1.4478 3.7282 -0.012 -0.010 0.001 0.000
H 1.4526 0.2802 3.3838 0.014 -0.007 0.020 0.000
H -0.7077 -0.3187 2.4108 -0.046 0.094 -0.123 0.000
H -0.0060 -2.9912 2.4602 0.198 0.021 0.055 0.001
C 1.8373 -0.0396 -3.4776 0.023 -0.031 -0.019 0.002
C 1.2117 1.1919 -2.9207 -0.097 0.088 0.115 0.031
N 0.2787 1.2643 -1.9658 0.150 0.109 -0.312 0.025
C -0.1118 2.5874 -1.7161 -0.058 -0.331 0.096 0.009
C 0.5488 3.4967 -2.4509 0.110 0.248 -0.099 0.003
S 1.6539 2.7204 -3.4969 0.055 0.062 -0.069 0.015
C -1.2213 2.7500 -0.7851 0.033 -0.350 0.017 0.010
C -1.8962 3.8493 -0.4075 -0.068 0.271 0.058 0.003
S -3.2113 3.4162 0.5941 -0.055 0.086 0.035 0.017
C -2.8275 1.7770 0.4917 0.172 0.039 -0.115 0.031
N -1.7383 1.5616 -0.2578 -0.364 0.228 0.118 0.024
C -3.6628 0.7473 1.1686 0.010 -0.046 -0.002 0.002
H 1.2999 -0.9363 -3.1879 -0.017 0.027 0.000 0.000
H 2.8751 -0.1212 -3.1464 -0.016 0.008 0.031 0.001
H 1.8574 0.0171 -4.5662 0.000 0.021 0.010 0.001
H 0.4317 4.5692 -2.4495 0.005 -0.028 -0.020 0.000
H -1.7035 4.8771 -0.6735 -0.029 -0.028 -0.001 0.000
H -4.5429 1.2077 1.6122 0.013 0.020 -0.002 0.000
H -3.1048 0.2460 1.9592 0.013 0.021 0.011 0.001
H -3.9864 -0.0175 0.4639 0.000 0.012 -0.018 0.000